# C23H65N9O11

A cluster of 8 separate species, C23H65N9O11 in total (wB97M-V/def2-TZVPD, OMol25).

Summary:
- lowest unoccupied orbital energy (eV) = 0.20
- gap between HOMO and LUMO (Eh) = 0.3246
- molecular weight (g/mol) = 643.83
- HOMO energy (eV) = -8.63
- largest force on an atom (eV/A) = 6.75

Geometry as XYZ:
```
108
Properties=species:S:1:pos:R:3:mulliken_charge:R:1
C -28.784 4.284 -33.350 -0.66
O -27.358 4.273 -33.392 -0.34
C -26.830 5.588 -33.660 -0.81
C -26.881 6.831 -32.645 -0.44
N -26.205 6.507 -31.405 -0.34
C -26.588 7.364 -30.318 -0.66
C -26.359 8.902 -30.639 -0.72
O -24.995 9.220 -30.968 -0.37
C -24.039 9.138 -29.895 -0.73
H -29.094 4.265 -34.395 0.28
H -29.218 5.155 -32.858 0.25
H -29.308 3.446 -32.890 0.29
H -27.100 5.922 -34.662 0.43
H -25.773 5.384 -33.831 0.36
H -27.923 7.041 -32.402 0.33
H -26.554 7.818 -32.972 0.33
H -26.385 5.555 -31.120 0.25
H -26.146 7.148 -29.345 0.42
H -27.653 7.185 -30.167 0.46
H -26.672 9.462 -29.758 0.43
H -26.987 9.187 -31.483 0.39
H -24.546 9.146 -28.930 0.34
H -23.352 9.984 -29.888 0.24
H -23.491 8.196 -29.930 0.27
C -23.595 24.091 -26.744 -0.74
O -22.728 22.945 -26.670 -0.34
C -23.144 22.023 -25.641 -0.71
C -23.127 22.587 -24.185 -0.67
N -21.811 22.533 -23.506 -0.47
C -21.004 23.574 -24.193 -0.19
C -19.721 23.964 -23.451 -0.70
O -19.971 24.824 -22.390 -0.38
C -20.491 26.115 -22.746 -0.71
H -24.605 23.723 -26.923 0.32
H -23.223 24.861 -27.421 0.29
H -23.668 24.660 -25.817 0.25
H -22.447 21.187 -25.581 0.35
H -24.110 21.584 -25.894 0.42
H -23.775 21.934 -23.600 0.50
H -23.716 23.492 -24.035 0.41
H -22.010 22.824 -22.559 0.27
H -21.504 24.498 -24.485 0.20
H -20.745 23.108 -25.144 0.34
H -18.984 24.381 -24.137 0.40
H -19.285 23.052 -23.043 0.35
H -21.574 26.110 -22.866 0.24
H -20.009 26.573 -23.610 0.33
H -20.302 26.763 -21.891 0.26
C -37.273 16.254 -28.426 -0.71
O -36.184 17.114 -28.720 -0.31
C -34.911 16.452 -28.385 -0.48
C -33.810 17.514 -28.557 -0.65
N -32.551 17.024 -28.026 -0.27
C -31.520 17.980 -28.152 -0.67
C -30.322 17.421 -27.403 -0.65
O -30.569 17.664 -26.034 -0.32
C -29.663 16.926 -25.213 -0.77
H -38.205 16.696 -28.778 0.25
H -37.348 16.089 -27.351 0.30
H -37.174 15.289 -28.922 0.29
H -34.812 15.513 -28.930 0.37
H -35.002 16.184 -27.332 0.30
H -34.172 18.382 -28.006 0.29
H -33.729 17.765 -29.615 0.29
H -32.683 16.774 -27.056 0.25
H -31.743 18.991 -27.808 0.33
H -31.277 18.172 -29.197 0.39
H -29.356 17.796 -27.740 0.51
H -30.161 16.355 -27.565 0.36
H -29.671 15.849 -25.381 0.32
H -29.935 17.132 -24.178 0.26
H -28.615 17.220 -25.281 0.31
C -25.608 10.453 -20.123 0.61
O -25.858 10.482 -21.353 -0.69
N -24.741 11.118 -19.489 -0.37
N -26.402 9.746 -19.347 -0.42
H -24.507 10.861 -18.541 0.20
H -24.130 11.582 -20.147 0.27
H -27.114 9.193 -19.801 0.23
H -26.138 9.495 -18.405 0.17
C -23.155 14.427 -24.145 0.66
O -22.904 14.262 -22.971 -0.68
N -22.614 15.236 -25.010 -0.32
N -24.112 13.805 -24.732 -0.39
H -23.009 15.345 -25.933 0.14
H -21.951 15.947 -24.737 0.20
H -24.627 13.181 -24.127 0.22
H -24.502 14.136 -25.603 0.17
C -23.795 15.614 -30.091 0.71
O -24.492 15.171 -29.144 -0.70
N -23.470 16.906 -30.283 -0.39
N -23.349 14.838 -30.995 -0.37
H -22.786 17.036 -31.015 0.15
H -23.772 17.646 -29.665 0.21
H -22.974 15.322 -31.798 0.16
H -23.543 13.849 -30.917 0.23
C -18.272 17.863 -22.759 -0.52
O -19.060 18.407 -23.808 -0.47
H -17.868 18.707 -22.200 0.23
H -18.833 17.238 -22.065 0.26
H -17.463 17.298 -23.224 0.22
H -19.597 19.068 -23.365 0.28
C -18.333 14.493 -28.073 -0.53
O -17.131 14.105 -28.584 -0.49
H -19.026 13.670 -27.903 0.24
H -18.360 14.940 -27.079 0.22
H -18.776 15.173 -28.802 0.24
H -17.336 13.371 -29.167 0.32
```